[1]
45
Properties=species:S:1:pos:R:3:nbo_charge:R:1 method="wB97M-V/def2-TZVPD" charge=0 gap_ev=9.81
C -7.81 -0.68 0.66 -0.6338
C -6.66 -1.61 0.30 -0.0731
O -5.39 -0.99 0.53 -0.5100
C -4.93 -0.18 -0.42 0.7676
O -5.51 0.03 -1.46 -0.6037
C -3.62 0.42 -0.07 -0.1118
C -2.99 0.16 1.15 -0.1682
C -1.77 0.74 1.43 -0.2125
C -1.16 1.58 0.51 -0.0090
C 0.17 2.22 0.81 -0.0994
O 1.08 2.14 -0.29 -0.4945
C 1.51 0.94 -0.60 0.8120
O 1.06 -0.10 -0.18 -0.5959
C 2.64 1.01 -1.63 -0.3319
N 3.75 1.71 -1.04 -0.8438
S 4.27 1.21 0.47 2.3057
O 3.14 1.23 1.34 -0.9355
O 5.41 2.03 0.77 -0.9320
C 4.81 -0.48 0.22 -0.2722
C 6.13 -0.70 -0.13 -0.2199
C 6.56 -2.00 -0.35 -0.2108
C 5.66 -3.05 -0.24 -0.1860
C 4.34 -2.81 0.11 -0.2068
C 3.91 -1.52 0.34 -0.2211
C -1.78 1.84 -0.70 -0.2288
C -3.00 1.26 -0.99 -0.1623
H -8.75 -1.20 0.53 0.2154
H -7.71 -0.37 1.70 0.2094
H -7.79 0.19 0.02 0.2240
H -6.72 -1.89 -0.76 0.1996
H -6.66 -2.51 0.92 0.1877
H -3.47 -0.49 1.86 0.2289
H -1.28 0.54 2.37 0.2161
H 0.06 3.29 1.01 0.2112
H 0.65 1.74 1.67 0.2176
H 2.28 1.57 -2.50 0.2362
H 2.89 -0.02 -1.94 0.2078
H 4.52 1.90 -1.66 0.4070
H 6.80 0.14 -0.19 0.2407
H 7.59 -2.19 -0.62 0.2210
H 6.00 -4.06 -0.42 0.2183
H 3.65 -3.64 0.20 0.2230
H 2.89 -1.30 0.62 0.2628
H -1.30 2.49 -1.42 0.2169
H -3.50 1.44 -1.94 0.2340


[2]
61
Properties=species:S:1:pos:R:3:lowdin_spin:R:1 method="wB97M-V/def2-TZVPD" charge=0 gap_ev="7.89 / 7.81" s_squared=9.33 spin_multiplicity=6
Dy -0.31 0.40 -0.05 5.0600
C -1.12 -2.19 -3.87 0.0002
C -1.50 -1.45 -2.75 0.0013
N -0.43 -1.12 -2.03 -0.0122
N 0.65 -1.63 -2.67 -0.0005
C 0.26 -2.27 -3.78 0.0003
B 2.08 -1.48 -2.10 -0.0006
N 2.13 -2.09 -0.68 -0.0002
C 2.95 -3.04 -0.20 0.0003
C 2.73 -3.16 1.15 0.0000
C 1.74 -2.21 1.43 0.0003
N 1.38 -1.57 0.32 -0.0078
N 2.52 0.00 -2.03 0.0000
C 3.47 0.59 -2.76 0.0001
C 3.67 1.87 -2.28 -0.0001
C 2.76 1.97 -1.22 -0.0003
N 2.07 0.84 -1.07 -0.0105
H -1.75 -2.60 -4.64 0.0000
H -2.48 -1.12 -2.44 0.0006
H 0.99 -2.75 -4.41 0.0000
H 2.83 -2.09 -2.82 0.0000
H 3.63 -3.54 -0.86 0.0000
H 3.22 -3.83 1.84 0.0000
H 1.26 -1.96 2.36 0.0000
H 3.96 0.05 -3.56 0.0000
H 4.36 2.61 -2.63 0.0000
H 2.58 2.80 -0.56 0.0000
N -1.57 3.14 2.74 -0.0001
C -2.33 2.01 2.75 -0.0004
N -1.89 0.85 2.33 -0.0055
C -2.89 -0.10 2.45 -0.0001
C -4.06 0.33 2.96 -0.0001
S -3.93 2.01 3.34 -0.0003
C -2.61 -1.48 2.00 0.0000
C -3.32 -2.55 2.38 -0.0002
S -2.74 -3.95 1.57 -0.0003
C -1.58 -2.97 0.75 0.0000
N -1.58 -1.70 1.09 -0.0075
N -0.75 -3.55 -0.14 0.0003
H -0.87 3.16 1.99 0.0000
H -2.07 4.01 2.84 0.0000
H -4.98 -0.22 3.09 0.0000
H -4.12 -2.59 3.10 0.0000
H -0.99 -4.45 -0.52 0.0000
H -0.19 -2.95 -0.73 0.0001
Cl 1.29 5.32 0.13 0.0000
C -0.03 4.64 -0.85 -0.0002
Cl 0.21 5.06 -2.54 0.0000
Cl -1.58 5.28 -0.27 -0.0001
C -0.10 3.11 -0.65 -0.0007
O -0.35 2.37 -1.61 -0.0088
O 0.09 2.67 0.52 -0.0099
C 1.77 1.49 2.71 -0.0004
O 0.84 0.52 2.24 -0.0082
H 2.23 1.15 3.64 -0.0001
H 1.30 2.46 2.87 0.0000
H 2.53 1.60 1.94 0.0000
H -0.02 0.60 2.69 -0.0004
F -3.14 2.11 -0.08 0.0024
B -2.69 0.99 -0.72 0.0058
F -3.55 0.59 -1.68 0.0038


[3]
49
Properties=species:S:1:pos:R:3:nbo_charge:R:1 method="wB97M-V/def2-TZVPD" charge=+1 gap_ev="5.55 / 5.60"
Ir 0.04 -1.35 -0.85 1.0587
C -4.24 -1.50 -1.33 -0.2144
C -4.66 -1.65 -0.01 -0.1292
C -3.71 -1.76 0.99 -0.1960
C -2.36 -1.70 0.67 0.1606
N -1.98 -1.55 -0.63 -0.4306
C -2.89 -1.45 -1.60 0.0933
C -1.26 -1.77 1.63 0.1804
C -1.34 -1.93 3.00 -0.1888
C -0.18 -1.98 3.75 -0.1414
C 1.06 -1.88 3.12 -0.2080
C 1.11 -1.72 1.75 0.2545
N -0.05 -1.66 1.05 -0.3666
C 2.29 -1.60 0.90 0.1397
C 3.61 -1.60 1.35 -0.1967
C 4.64 -1.46 0.45 -0.1305
C 4.35 -1.32 -0.90 -0.2142
C 3.03 -1.33 -1.30 0.0935
N 2.03 -1.46 -0.43 -0.4251
H -4.96 -1.41 -2.14 0.2512
H -5.71 -1.68 0.23 0.2427
H -4.00 -1.89 2.02 0.2331
H -2.51 -1.34 -2.61 0.2590
H -2.31 -2.02 3.49 0.2398
H -0.23 -2.09 4.83 0.2454
H 1.97 -1.93 3.70 0.2389
H 3.79 -1.72 2.41 0.2331
H 5.67 -1.45 0.79 0.2429
H 5.14 -1.20 -1.64 0.2511
H 2.75 -1.23 -2.35 0.2520
C 1.81 3.89 0.47 -1.1636
Si 0.00 3.65 0.05 1.7411
C -0.61 4.25 -1.60 -1.1667
C -1.18 3.78 1.50 -1.1627
Se -0.05 1.18 -0.47 -0.6298
H 2.03 4.94 0.67 0.2569
H 2.44 3.56 -0.35 0.2630
H 2.07 3.31 1.36 0.2551
H -0.64 5.34 -1.64 0.2670
H -1.61 3.87 -1.80 0.2671
H 0.05 3.90 -2.40 0.2756
H -1.29 4.82 1.82 0.2576
H -0.81 3.21 2.35 0.2552
H -2.16 3.40 1.24 0.2585
F 0.92 0.28 -4.43 -0.5331
B 0.17 -0.85 -4.48 1.4040
F 0.15 -1.30 -2.86 -0.6089
F -1.15 -0.68 -4.72 -0.5385
F 0.76 -1.92 -5.06 -0.5262


[4]
52
Properties=species:S:1:pos:R:3:nbo_charge:R:1 method="wB97M-V/def2-TZVPD" charge=-2 gap_ev=6.62
Ba 1.20 0.35 -1.27 1.8073
C -1.60 -1.56 2.42 -0.5618
C -1.25 -0.30 3.21 -0.5490
S 0.06 0.69 2.44 0.2147
C -0.65 2.35 2.45 -0.5527
C -1.98 2.53 1.72 -0.5492
S -1.91 2.06 -0.03 0.2311
C -3.35 0.97 -0.18 -0.5676
C -3.42 -0.23 0.76 -0.5404
S -1.99 -1.34 0.67 0.2278
H -2.42 -2.08 2.93 0.1967
H -0.74 -2.23 2.42 0.2623
H -0.94 -0.60 4.21 0.2133
H -2.13 0.34 3.33 0.1979
H 0.12 2.96 1.97 0.2736
H -0.75 2.71 3.48 0.1975
H -2.26 3.58 1.80 0.2119
H -2.77 1.96 2.21 0.1967
H -3.27 0.62 -1.21 0.2867
H -4.27 1.55 -0.09 0.1938
H -4.32 -0.79 0.50 0.2131
H -3.54 0.09 1.79 0.1942
O 1.40 -2.09 -0.70 -0.7337
N 0.66 -3.13 -0.41 0.0082
C -0.24 -3.54 -1.34 0.0290
C -1.07 -4.60 -1.12 -0.2842
C -0.99 -5.26 0.10 -0.2013
C -0.09 -4.82 1.04 -0.2719
C 0.77 -3.73 0.82 0.0209
S 1.87 -3.15 1.99 -0.4050
H -0.26 -2.92 -2.23 0.2445
H -1.79 -4.86 -1.88 0.2167
H -1.64 -6.09 0.33 0.1985
H -0.01 -5.30 2.01 0.2198
N 3.45 0.36 0.42 -0.9123
C 3.36 1.54 1.30 -0.3519
C 2.39 2.67 0.85 0.7731
O 2.60 3.79 1.33 -0.7212
O 1.45 2.33 0.07 -0.8961
H 3.32 -0.52 0.91 0.4025
H 4.34 0.34 -0.05 0.3630
H 4.33 2.00 1.48 0.1883
H 2.97 1.23 2.28 0.2144
N 2.30 1.42 -3.57 -0.5536
C 2.46 2.28 -4.32 0.4117
C 2.69 3.28 -5.28 -0.6147
C 1.64 4.09 -5.77 0.3241
N 0.81 4.77 -6.20 -0.4248
C 4.00 3.45 -5.77 0.3289
N 5.07 3.59 -6.18 -0.4436
N -2.32 -0.63 -2.94 -0.6808
C -1.30 -0.13 -2.67 -0.2462


| no. | E (eV) |
| --- | --- |
| 1 | -43584.872 |
| 2 | -130152.569 |
| 3 | -111071.743 |
| 4 | -78111.988 |